DFT (the ωB97M-V functional and the def2-TZVPD basis) results for C18H24N4O2S as an isolated structure.

Geometry as XYZ:
```
49
Properties=species:S:1:pos:R:3:forces:R:3
C -5.717959 -2.841690 1.601701 6.13 1.93 -3.80
H -6.351911 -2.079656 1.759132 -2.04 2.76 1.03
O -5.362044 -2.823455 0.106727 -4.35 -6.89 5.13
C -4.788934 -1.833979 -0.424777 4.40 2.20 -0.83
C -5.660563 -0.697815 -0.582730 -4.44 2.04 7.54
H -5.858466 -0.206569 0.628688 0.33 -1.76 -2.66
C -5.148313 0.434020 -1.146046 3.45 3.85 -8.52
N -3.767073 0.988870 -0.990025 -6.63 6.06 1.24
C -3.625638 1.842157 0.072066 0.96 1.80 2.30
S -4.784186 2.529908 0.927272 -2.74 0.82 0.88
N -2.362856 2.254822 0.625105 2.55 -2.28 -2.90
C -1.179073 1.811958 -0.056795 3.57 -2.61 6.20
C 0.031790 1.347947 0.776600 -6.34 5.55 6.06
C 1.281176 1.300294 0.404757 0.60 -1.94 -4.09
C 1.429746 1.061888 -1.146711 -2.74 1.99 9.82
C 0.274824 1.265289 -1.738928 10.83 -2.02 -11.49
C -0.848495 1.455223 -1.291769 -13.99 4.52 -0.12
H -1.740303 1.786603 -1.929790 1.59 -0.95 -0.35
H 0.601567 1.333571 -2.993592 -1.80 -0.49 3.24
N 2.626454 0.806812 -1.432276 -0.67 -0.54 -9.20
C 3.612338 0.583910 -0.853654 3.97 0.91 6.11
N 3.477003 0.799438 0.753415 5.49 -0.84 -8.71
C 2.395127 1.130823 1.310449 -3.36 0.29 7.96
O 2.293505 1.161414 2.639511 0.15 0.45 -5.05
C 4.760930 0.664374 1.193538 -2.80 -7.00 9.41
C 5.311893 -0.939209 1.439391 -2.77 0.06 -2.11
C 6.128094 -1.507881 0.261174 0.27 8.16 -0.28
C 5.447311 -1.039956 -1.115076 -3.44 -5.40 4.10
H 6.017747 -1.566667 -1.753660 2.22 -0.73 -3.17
H 4.575817 -1.901748 -1.037562 0.90 2.46 -0.78
C 4.973437 0.340149 -1.456735 -0.51 -1.54 -0.97
H 4.770254 0.299614 -2.606905 0.62 0.73 2.17
H 5.772411 0.975538 -1.091118 -0.21 0.88 -0.46
H 6.444622 -2.478100 0.363797 0.57 -2.29 -0.19
H 6.965070 -0.741457 0.269948 0.39 -1.48 0.05
H 5.830591 -0.927461 2.407975 -0.44 -0.49 -0.35
H 4.379176 -1.606677 1.300319 0.88 1.11 1.56
H 5.570972 1.173418 1.376794 4.00 4.45 -1.21
H 4.435493 0.833386 2.458352 0.97 -0.60 -2.76
H -0.207296 1.757973 2.055225 1.06 -1.86 -3.58
H -2.189235 2.470858 1.650031 -1.04 -0.47 -2.00
H -3.118547 0.422726 -0.853959 7.35 -7.23 0.22
H -5.062157 0.164123 -2.311779 -0.14 0.38 1.67
H -5.746587 1.306590 -1.267147 -0.82 0.42 0.71
H -6.779878 -0.700822 -0.893886 2.07 -1.19 0.14
H -3.757673 -1.691889 0.155175 -1.50 0.98 -1.07
H -4.503307 -2.207608 -1.377101 0.72 0.00 -1.52
H -4.712940 -2.788482 2.111880 -1.24 0.20 -0.10
H -6.133890 -3.722598 1.702996 -2.06 -4.40 0.71
```
Positions in Å, forces in eV/Å.

Properties
- Energy above the lowest of the compared OMol25 structures with the same formula, charge and spin: 17.053 eV
- Charge: 0
- Max |F|: 0.3096 hartree/bohr
- LUMO energy: -0.18 eV
- HOMO-LUMO gap: 8.1 eV
- Highest occupied orbital energy: -8.23 eV


DFT (the ωB97M-V functional and the def2-TZVPD basis) results for C62H53Cl4CuF12N11O26S4 as an isolated structure.

Geometry as XYZ:
```
173
Properties=species:S:1:pos:R:3:forces:R:3
Cu -0.652107 3.551404 -0.876454 -0.33 0.03 0.30
C 0.667670 6.626930 -3.056052 -1.16 -1.17 0.77
F -0.118685 6.634498 -4.133292 1.40 0.65 1.03
F 1.456228 5.517411 -3.132032 -0.29 1.88 -0.13
F 1.320801 7.771730 -2.824186 -0.12 -1.27 -0.99
S -0.361237 6.368180 -1.415175 1.31 -2.28 1.84
O 0.399464 5.454255 -0.528811 0.86 0.87 -0.65
O -0.716301 7.652850 -0.881047 0.44 -1.08 -1.10
N -1.534214 5.161233 -1.755988 1.28 3.39 -0.23
S -2.728808 6.175411 -2.136305 -6.05 0.22 0.76
O -3.279159 7.027003 -1.047564 1.60 -2.04 -2.36
O -2.571380 6.736544 -3.458841 0.15 -0.26 1.10
C -4.070642 4.816451 -2.233186 0.03 0.33 0.07
F -5.298874 5.385959 -2.267626 1.32 -0.78 -0.34
F -3.853310 4.004621 -3.291011 -0.47 0.66 0.33
F -3.994356 4.036310 -1.138570 -0.09 0.36 -0.25
C 0.526792 -0.592644 -1.254119 -0.37 -0.13 2.54
F 0.425523 -0.099427 -2.439256 0.29 0.31 -1.09
F 0.271825 -1.901587 -1.246426 -0.19 0.70 -0.15
F 1.743131 -0.417337 -0.713078 -0.30 0.15 -0.61
S -0.758983 0.359388 -0.138956 -1.30 -0.12 0.51
O -1.843080 0.784408 -0.967288 -0.13 -0.30 -0.88
O -1.076418 -0.475093 1.011204 1.00 1.03 -1.76
N -0.056333 1.880917 0.264374 -0.12 -2.01 -1.60
S 0.302914 1.680483 1.787053 1.15 1.32 4.93
O -0.875768 1.791061 2.640908 1.77 0.35 -1.10
O 1.247542 0.603204 2.113734 -0.96 1.52 -1.11
C 1.379514 3.308442 2.120151 0.20 -0.89 -0.43
F 2.535949 3.264993 1.397358 -1.34 0.61 -0.84
F 0.648915 4.462795 1.904559 1.69 -1.98 0.60
F 1.868362 3.199725 3.350632 -1.32 0.61 0.47
Cl 1.704118 -1.028244 -5.096827 -0.75 -0.26 -0.55
C 2.994614 -1.183554 -3.957676 2.39 -0.61 0.97
C 4.249913 -1.941560 -4.512068 -0.84 0.15 0.58
Cl 5.012867 -0.886920 -5.684549 0.52 0.18 -0.77
H 2.737790 -1.672711 -3.018062 -0.64 -0.12 -0.26
H 3.313625 -0.172846 -3.703113 0.00 0.02 -0.04
H 4.054619 -2.932346 -4.922315 -0.47 0.29 -0.39
H 5.007324 -2.161762 -3.759782 -0.26 0.43 0.43
Cl 2.805441 -4.233072 -2.050140 0.59 -0.04 -0.01
C 1.213931 -4.817196 -1.555281 -0.83 -0.38 0.62
C 1.096110 -6.360553 -1.435094 -0.72 1.65 -0.05
Cl 1.176631 -7.076686 -3.036849 0.43 -0.53 -0.73
H 0.515710 -4.364846 -2.259527 -0.05 -0.61 -0.28
H 0.939312 -4.330211 -0.619585 0.39 -0.29 0.31
H 0.064417 -6.554878 -1.141933 0.19 0.02 0.50
H 1.802402 -6.810402 -0.737328 -0.03 0.13 -0.23
C 6.246828 4.803503 -1.989470 0.73 0.12 0.40
C 6.150533 3.666766 -2.754869 -0.51 -0.42 -0.42
C 4.904050 3.104801 -2.971845 -1.28 -0.02 -0.38
C 3.761125 3.647718 -2.358627 1.08 0.30 -0.75
C 3.898412 4.818438 -1.621244 -1.36 0.06 -0.11
C 5.124242 5.413177 -1.464227 0.62 -0.83 1.00
N 2.422842 3.034776 -2.540757 0.13 -1.73 -2.09
O 1.629804 3.217708 -1.651409 -0.07 0.24 0.50
O 2.168566 2.314312 -3.548563 1.10 1.76 2.13
H 7.230006 5.169081 -1.732322 0.08 0.23 -0.10
H 7.016905 3.191204 -3.190338 0.08 0.07 -0.01
H 4.757957 2.315850 -3.694776 0.13 -0.39 0.19
H 3.039909 5.338794 -1.222973 -0.22 -0.39 0.30
H 5.247186 6.126518 -0.662705 -0.11 0.67 -0.46
C -5.916569 2.078547 3.511615 0.70 -0.77 -1.05
C -5.980824 3.455388 3.598137 1.57 -0.22 -0.25
C -4.874543 4.212026 3.103580 -0.64 0.43 0.44
C -3.800980 3.659820 2.366000 -1.92 -0.60 1.78
C -3.829088 2.274262 2.314681 0.89 -0.94 -1.80
C -4.857375 1.495388 2.801453 -0.59 0.77 0.82
N -2.761324 4.508354 1.740382 -3.63 3.10 2.69
O -1.993600 4.020735 0.995881 2.28 -1.56 -2.03
O -2.869000 5.724010 1.983898 0.76 -1.99 -0.46
H -6.621220 1.369228 3.919964 -0.53 0.40 0.14
H -6.838038 3.883121 4.096773 0.29 0.53 0.08
H -4.876098 5.241114 3.431262 0.12 0.30 -0.65
H -3.091657 1.691032 1.783234 0.42 0.39 -0.10
H -4.856304 0.428119 2.636139 0.27 -0.06 0.06
C -0.191854 -2.439467 6.278743 1.16 2.09 -2.21
C 0.398776 -1.697194 5.180352 -0.90 -1.14 0.19
C 0.324411 -2.172581 3.873095 0.18 -0.74 1.19
C -0.185282 -3.476669 3.688000 -0.31 1.25 0.11
C -0.738488 -4.213695 4.734393 0.95 0.05 -0.22
C -0.733548 -3.676069 6.037953 0.04 -0.14 -0.27
N -0.232977 -3.975249 2.296065 -0.34 -1.94 -0.65
O -0.094508 -3.171579 1.380238 0.02 -0.73 0.88
O -0.418685 -5.203402 2.125728 0.28 2.30 0.35
H -0.235823 -1.919097 7.224089 0.08 -0.41 0.30
H 0.878373 -0.732108 5.251011 -0.20 0.08 0.66
H 0.742386 -1.529471 3.112766 -0.22 -0.31 -0.44
H -1.011961 -5.230763 4.495238 -0.39 -0.01 0.23
H -1.095720 -4.188695 6.916836 -0.33 -0.48 -0.31
C -2.756736 -0.049592 -6.642900 0.16 0.55 0.98
C -3.117341 0.023078 -5.258651 0.78 0.98 -1.98
C -2.517823 1.000101 -4.447296 0.70 -0.74 0.24
C -1.403877 1.735938 -4.915213 -1.24 -2.30 -1.34
C -0.988216 1.462094 -6.237805 1.36 1.91 0.47
C -1.679099 0.717164 -7.138192 -2.05 -1.26 0.86
N -0.769444 2.755869 -4.133253 0.19 2.51 0.77
O -0.792316 2.688189 -2.887906 -0.31 -1.05 -1.00
O -0.341053 3.751416 -4.709161 -0.17 -1.54 0.41
H -3.313051 -0.666462 -7.333103 -0.12 -0.18 0.12
H -3.938895 -0.581043 -4.903007 0.03 0.06 0.20
H -2.862918 1.030802 -3.424381 0.13 0.49 0.17
H -0.092590 1.878242 -6.674897 0.18 0.69 0.55
H -1.458462 0.790298 -8.192881 0.27 -0.40 0.05
C -4.915609 -0.090185 8.463129 0.04 -0.81 -0.99
C -5.349034 -0.247507 7.115062 1.57 0.09 1.33
C -4.374626 -0.182419 6.113598 -0.13 0.49 -0.05
C -3.053488 0.115066 6.420360 0.34 -0.04 1.85
C -2.607078 0.225761 7.775458 -1.27 -0.03 -0.72
C -3.552528 0.035368 8.787440 -0.43 0.53 -1.09
N -2.086857 0.330490 5.331912 -0.66 -0.09 -0.89
O -2.396874 -0.012349 4.195043 -0.04 -0.13 0.90
O -1.045277 0.866360 5.615514 0.51 0.19 0.33
H -5.652594 -0.162320 9.249299 -0.02 0.03 0.11
H -6.379192 -0.481641 6.890663 0.00 0.16 -0.10
H -4.636936 -0.236433 5.067326 -0.07 -0.19 0.00
H -1.638073 0.557085 8.118444 0.33 -0.29 -0.68
H -3.194703 0.098422 9.804496 -0.28 0.02 0.14
C 5.145514 -1.631692 1.643211 1.08 0.45 -0.35
C 5.952617 -2.509678 0.921388 -0.05 -1.11 -0.33
C 5.597628 -3.841493 0.718326 -0.30 0.58 0.15
C 4.372538 -4.257861 1.224715 -0.39 0.09 0.98
C 3.565396 -3.385854 1.966143 0.13 1.00 0.03
C 3.958569 -2.037859 2.182282 -0.41 -1.76 -0.47
N 3.921692 -5.666727 1.131333 -2.78 -0.76 0.08
O 4.681568 -6.558253 0.825118 0.27 0.80 0.04
O 2.691478 -5.883885 1.362801 2.58 0.73 -0.40
H 5.464251 -0.607564 1.769552 0.08 0.06 0.04
H 6.885881 -2.282632 0.427561 0.06 0.76 0.38
H 6.285865 -4.443535 0.143631 -0.31 -0.44 0.10
H 2.614424 -3.676524 2.387538 0.09 -0.44 -0.14
H 3.331637 -1.344137 2.722746 -0.12 -0.11 0.07
C -3.937311 -2.101237 0.785923 0.22 -0.51 1.03
C -5.271909 -2.124414 0.393191 2.32 0.78 -0.27
C -6.223317 -2.214365 1.365623 -2.56 -0.49 -1.32
C -5.965008 -2.296004 2.686311 1.02 -0.36 1.21
C -4.614006 -2.272163 3.108584 -2.17 -0.68 0.70
C -3.644231 -2.262313 2.162387 0.62 0.96 -0.54
N -7.072359 -2.428941 3.671302 0.03 1.31 1.55
O -8.235874 -2.592212 3.323853 1.51 -0.13 -0.05
O -6.731647 -2.220556 4.859710 -0.60 -0.62 -1.75
H -3.116894 -1.991628 0.092151 -0.13 0.00 -0.15
H -5.491653 -1.945829 -0.649029 -0.31 -0.28 -0.01
H -7.232239 -2.293126 0.988427 -0.37 0.16 0.41
H -4.363852 -2.332407 4.157484 -0.05 0.02 0.01
H -2.673142 -2.191776 2.629714 0.57 -0.10 -0.80
C 5.095827 0.861638 -0.392545 -0.31 0.63 -1.19
C 5.745363 -0.096548 -1.177058 0.54 0.71 0.21
C 7.129051 -0.144798 -1.191638 0.71 0.04 0.34
C 7.898096 0.732662 -0.405698 -1.45 0.22 -0.16
C 7.214878 1.749179 0.285611 0.75 0.14 -0.40
C 5.830715 1.862436 0.228958 0.64 -0.97 0.36
N 9.369096 0.590428 -0.347302 1.08 -0.22 0.41
O 10.064924 1.573045 -0.119777 -1.04 -0.26 -0.18
O 9.842485 -0.534040 -0.479797 -0.85 0.58 -0.19
H 4.022482 0.969670 -0.444291 -0.18 -0.25 0.20
H 5.270081 -0.787754 -1.857316 -0.56 0.00 0.32
H 7.579537 -0.894806 -1.824834 0.40 0.03 0.11
H 7.715462 2.535932 0.830429 0.53 -0.22 0.00
H 5.409582 2.702028 0.762013 -0.45 -0.12 -0.07
C -0.950529 -5.245219 -5.674129 -0.57 -1.75 -0.09
C -2.247704 -5.727988 -5.392671 0.26 1.29 0.50
C -3.062397 -5.025393 -4.489086 0.60 -0.20 -0.79
C -2.528737 -3.885227 -3.903531 -0.36 0.61 -0.44
C -1.260351 -3.391694 -4.253718 -0.51 0.16 0.84
C -0.442479 -4.101138 -5.110561 -0.47 0.08 0.82
N -3.414825 -3.068382 -3.018754 1.91 3.18 2.10
O -4.601979 -3.170465 -2.954416 -1.21 -1.67 -1.09
O -2.879160 -2.156138 -2.319966 0.40 -1.80 -1.58
H -0.324227 -5.906962 -6.253997 0.16 0.19 -0.31
H -2.642249 -6.612804 -5.869973 0.18 -0.07 -0.02
H -4.082845 -5.345647 -4.339050 0.00 0.10 0.36
H -0.846947 -2.488103 -3.830614 -0.37 0.12 0.30
H 0.585278 -3.771117 -5.145326 0.05 -0.11 -0.65
```
Positions in Å, forces in eV/Å.

Properties
- Charge: 0
- Max |F|: 0.1187 hartree/bohr
- LUMO energy (spin up / spin down): -1.59 / -3.62 eV
- Multiplicity: 2
- HOMO-LUMO gap (spin up / spin down): 8.0 / 6.0 eV
- Highest occupied orbital energy (spin up / spin down): -9.62 / -9.62 eV


- Which value of charge does entry 1 give?
  0